{"formula": "C48H50BrF3I2LaN5O8P", "method": "ωB97M-V with the def2-TZVPD basis set", "e_lumo_ev": 1.837, "fmax_ev_per_a": 2.1, "charge": -1, "e_homo_ev": -5.18, "symbols": ["La", "I", "I", "Br", "P", "F", "F", "F", "O", "O", "O", "O", "O", "O", "O", "O", "N", "N", "N", "N", "N", "C", "C", "C", "C", "C", "C", "C", "C", "C", "C", "C", "C", "C", "C", "C", "C", "C", "C", "C", "C", "C", "C", "C", "C", "C", "C", "C", "C", "C", "C", "C", "C", "C", "C", "C", "C", "C", "C", "C", "C", "C", "C", "C", "C", "C", "C", "C", "C", "H", "H", "H", "H", "H", "H", "H", "H", "H", "H", "H", "H", "H", "H", "H", "H", "H", "H", "H", "H", "H", "H", "H", "H", "H", "H", "H", "H", "H", "H", "H", "H", "H", "H", "H", "H", "H", "H", "H", "H", "H", "H", "H", "H", "H", "H", "H", "H", "H", "H"], "coordinates": [[-0.60935, -1.51430, 1.14230], [0.32586, -6.44582, -4.92256], [3.85622, -3.33247, -1.24568], [4.66377, -7.32305, 0.65062], [0.13498, 1.82776, -1.02211], [-4.97580, 0.91261, 0.18218], [-4.91558, -1.19493, 0.65082], [-3.35776, 0.13935, 1.39403], [-2.08415, -0.61833, -0.68861], [1.00767, -2.31049, -0.29081], [-0.58833, -3.71756, 1.76634], [3.27171, 0.74175, 3.11667], [1.49805, -3.18689, 2.31675], [0.21002, 0.78560, 0.07919], [0.99743, -0.26985, 2.54439], [-3.91461, -0.32664, -2.00310], [-1.46005, -0.65630, 3.35959], [-2.99068, -2.74426, 2.40397], [-1.51331, -3.18543, -0.87259], [0.60024, -7.27874, 0.02840], [-0.77609, 0.41158, 3.87432], [-4.06407, -2.86318, 4.53713], [0.23136, -6.14286, 0.63061], [-1.48758, 3.22935, 0.77545], [-2.42704, -1.08496, 4.05936], [-0.64882, -4.55487, -2.69259], [1.12217, -5.28718, 1.27001], [0.44028, 0.54139, 3.35694], [3.10545, 4.17575, 0.63738], [-0.06937, 1.06998, -2.68378], [1.65173, 2.83877, -0.97086], [-3.30728, -0.39539, -0.93925], [2.84309, -6.79917, 0.67940], [1.43087, 2.10929, -4.53439], [-3.20120, -2.25598, 3.63369], [3.96290, 4.34866, -0.61819], [0.76156, -0.22570, -2.85780], [0.56861, 2.78523, 4.50463], [-0.46708, -3.66241, -1.60234], [-1.89826, 5.58172, -0.03394], [-1.79270, 5.12946, -1.49249], [-3.01345, -4.32480, -2.33904], [-1.98049, -4.85606, -3.05034], [-3.56883, -3.90014, 2.08964], [-2.18093, 3.65762, -1.63035], [1.89893, -7.59248, 0.04770], [3.33615, 2.76537, 4.30879], [0.49759, -5.09596, -3.32413], [2.69052, 3.81568, 4.93514], [2.59886, 1.71897, 3.75406], [-2.72973, -3.49872, -1.23958], [-4.15348, -0.12972, 0.33442], [-4.68906, -4.04469, 4.18216], [2.13640, -0.05010, -3.50486], [1.29803, 3.84240, 5.02375], [2.17827, 2.95866, 0.48515], [0.02370, 1.96669, -3.94120], [2.05501, 0.74574, -4.80396], [1.92581, -3.84614, -1.85209], [1.63604, 4.22112, -1.63938], [1.75090, -4.76706, -2.89784], [-1.44789, 2.69820, -0.67290], [-1.05556, 4.69371, 0.88594], [0.85538, -3.22131, -1.19618], [1.20139, 1.71218, 3.87557], [-4.42183, -4.58893, 2.93667], [0.67303, -3.96470, 1.84513], [3.07951, 4.71188, -1.83371], [2.46161, -5.63111, 1.30492], [-3.24270, 3.57191, -1.37340], [-0.39921, 2.95547, -3.76246], [4.49403, 3.40901, -0.80561], [-2.63479, -0.63240, 5.02724], [2.51861, 5.08748, 0.80195], [-0.60433, 1.49886, -4.70753], [2.55808, -1.03811, -3.69176], [-0.77664, 5.28453, -1.85111], [-0.88992, 2.59089, 1.42861], [2.62059, -5.20745, -3.36907], [3.07328, 5.79402, -1.98493], [-2.10194, 3.32406, -2.66218], [0.87119, -0.71906, -1.89899], [-2.02365, 1.77513, -0.68976], [3.04740, 0.86181, -5.24740], [-4.22105, -2.41274, 5.51153], [3.49398, 4.26500, -2.74368], [0.79299, 4.67391, 5.50254], [-5.35640, -4.54546, 4.87365], [1.37107, 2.69825, -5.45348], [2.08754, 2.65300, -3.84972], [0.00356, 4.79336, 0.62372], [-2.52222, 3.15102, 1.12989], [4.41581, 2.73532, 4.21779], [-2.94750, 5.51004, 0.27992], [-0.51173, 2.75276, 4.59062], [-0.82066, -5.88319, 0.59403], [-4.86136, -5.52687, 2.61848], [1.10832, 4.21669, -2.59327], [3.72831, 4.04405, 1.52013], [2.59789, 0.14299, 2.71936], [2.19500, -8.50748, -0.45749], [4.72791, 5.11414, -0.46541], [-1.11057, 0.74945, -2.57057], [2.82720, 0.45073, -2.81557], [-3.54342, -3.07107, -0.66059], [-2.44475, 5.73782, -2.12509], [0.17924, -0.90490, -3.49078], [1.10618, 4.91954, -0.99603], [2.72370, 2.04680, 0.72832], [2.34614, 2.20548, -1.53102], [-3.33380, -4.30541, 1.11132], [1.35684, 3.01939, 1.20440], [1.43788, 0.19700, -5.52777], [-4.04217, -4.52864, -2.60656], [-1.60403, 6.63004, 0.06461], [-1.15430, 5.02331, 1.92287], [3.27725, 4.62901, 5.35163], [-2.17029, -5.50410, -3.89611], [3.16664, -4.97317, 1.79813]], "forces_ev_per_a": [[-0.490, 1.556, -1.245], [0.002, 0.046, 0.065], [-0.114, -0.003, -0.063], [0.011, -0.009, 0.002], [-0.137, -0.308, 0.444], [-0.093, 0.157, 0.101], [-0.007, -0.019, 0.123], [-0.297, 0.002, 0.152], [-0.933, 0.273, -0.285], [0.440, -0.891, -1.283], [0.499, -1.580, 0.433], [0.184, 0.322, 0.165], [-0.027, -0.045, 0.144], [0.252, 0.297, -0.657], [-0.093, 0.433, 0.464], [0.335, -0.113, 0.272], [0.280, 0.357, 0.765], [0.011, 0.018, 0.086], [0.234, -0.252, -0.493], [0.180, 0.167, 0.128], [0.070, 0.322, 0.020], [-0.128, -0.035, 0.190], [0.127, -0.210, -0.151], [0.014, 0.108, -0.083], [-0.299, -0.118, 0.206], [-0.022, 0.063, 0.205], [-0.096, 0.053, -0.047], [-0.457, -0.050, 0.376], [-0.051, -0.063, -0.170], [0.125, -0.001, -0.039], [-0.042, 0.145, 0.147], [0.374, 0.128, -0.234], [0.022, -0.085, -0.044], [-0.083, -0.112, 0.098], [0.049, 0.065, -0.134], [-0.088, 0.014, 0.003], [-0.065, 0.110, -0.059], [0.012, -0.020, 0.045], [-0.032, -0.144, 0.015], [0.040, -0.092, -0.015], [-0.059, -0.113, 0.141], [-0.113, 0.004, 0.013], [0.026, -0.051, -0.061], [0.078, 0.123, -0.146], [0.108, -0.003, 0.143], [-0.301, 0.066, -0.010], [0.029, 0.133, 0.014], [-0.049, -0.103, -0.161], [-0.026, 0.012, -0.038], [0.102, -0.131, -0.181], [0.028, 0.072, 0.039], [0.126, 0.013, -0.174], [-0.020, -0.039, 0.015], [-0.073, 0.124, 0.018], [0.013, -0.036, -0.025], [0.045, 0.079, -0.081], [0.123, -0.035, 0.102], [-0.045, -0.038, 0.055], [-0.145, 0.264, 0.147], [0.159, -0.164, -0.048], [0.068, 0.101, 0.144], [0.030, 0.286, 0.020], [-0.098, -0.059, -0.121], [0.463, -0.015, -0.100], [0.151, -0.136, -0.131], [-0.068, -0.029, 0.050], [-0.130, -0.528, 0.363], [0.008, -0.148, 0.092], [0.120, 0.112, 0.075], [-0.016, -0.017, -0.014], [-0.039, 0.040, 0.024], [-0.025, 0.046, 0.000], [-0.089, 0.046, 0.000], [0.030, -0.043, 0.023], [-0.036, 0.018, 0.030], [0.042, -0.067, 0.049], [0.081, 0.043, -0.040], [-0.033, -0.017, 0.001], [-0.017, 0.041, 0.039], [-0.003, 0.008, -0.015], [0.018, -0.042, -0.094], [-0.016, -0.061, 0.148], [-0.188, -0.185, 0.113], [-0.012, -0.012, -0.008], [0.030, -0.062, -0.076], [0.001, 0.050, 0.045], [0.036, -0.065, -0.025], [0.014, 0.034, -0.023], [-0.004, 0.021, 0.010], [-0.020, 0.068, 0.032], [-0.093, -0.001, 0.097], [0.017, -0.016, -0.014], [-0.046, 0.001, 0.012], [0.038, 0.049, -0.005], [0.089, 0.020, -0.027], [0.030, -0.013, -0.002], [0.036, 0.081, 0.025], [-0.009, -0.017, -0.048], [0.032, -0.007, 0.085], [-0.128, -0.164, -0.048], [-0.027, 0.077, 0.042], [-0.017, -0.039, -0.020], [-0.053, -0.079, -0.123], [-0.031, -0.009, -0.010], [0.037, -0.009, -0.045], [-0.007, -0.016, 0.008], [-0.057, 0.038, 0.003], [-0.037, 0.020, 0.006], [-0.028, -0.013, 0.061], [0.122, 0.000, -0.038], [0.020, 0.065, 0.100], [0.049, 0.002, -0.065], [0.043, 0.032, 0.029], [0.027, 0.017, 0.017], [0.003, -0.008, -0.001], [0.030, -0.007, 0.003], [-0.049, -0.059, -0.029], [0.018, -0.014, 0.025], [-0.025, -0.019, -0.060]]}

{"formula": "C29H31ClN2O5", "method": "ωB97M-V with the def2-TZVPD basis set", "smiles": "O=C1c2ccc(CCCO)c(Cl)c2C(=O)c2cccc(-c3ccccc3)c21.CN(C)C=O.CN(C)C=O", "e_lumo_ev": -0.334, "fmax_ev_per_a": 0.3, "e_homo_ev": -8.82, "symbols": ["Cl", "O", "O", "O", "O", "O", "N", "N", "C", "C", "C", "C", "C", "C", "C", "C", "C", "C", "C", "C", "C", "C", "C", "C", "C", "C", "C", "C", "C", "C", "C", "C", "C", "C", "C", "C", "C", "H", "H", "H", "H", "H", "H", "H", "H", "H", "H", "H", "H", "H", "H", "H", "H", "H", "H", "H", "H", "H", "H", "H", "H", "H", "H", "H", "H", "H", "H", "H"], "coordinates": [[-3.53779, -1.42920, 2.82959], [-3.99829, 0.48728, -1.74540], [-1.61953, 3.45093, 3.51986], [-1.13229, -1.08718, 4.58502], [1.72585, -0.97072, -2.33948], [2.51960, -2.31302, 1.61585], [-2.04999, 3.51971, 1.30002], [1.16009, -0.98819, -4.53361], [-1.47547, 2.19752, 1.09612], [-2.06539, 4.02802, 2.54649], [1.98840, -1.22691, -3.49753], [-3.82233, -2.83406, 0.10655], [-0.13352, -0.38767, -4.25406], [2.51755, 1.91465, 2.80395], [0.17187, -2.02432, 1.45062], [4.38099, 0.36835, -1.08426], [-0.55166, -0.92614, 3.53837], [-2.19993, -1.96653, 1.87141], [3.67823, 0.36577, 1.21941], [-4.16978, -1.85480, -1.02732], [3.43770, 0.67354, -0.11433], [1.55777, -1.61782, 1.84638], [-4.06898, -0.39476, -0.62294], [0.56528, 0.05067, 3.36478], [-0.89655, -1.66876, 2.27862], [5.58447, -0.22061, -0.72248], [-0.04026, -2.69682, 0.25649], [2.61478, 0.64966, 2.22153], [0.49722, 1.29863, 3.96334], [-2.60232, 4.23270, 0.16723], [-2.43768, -2.59917, 0.64897], [5.83965, -0.51531, 0.61075], [1.51764, -1.30908, -5.89929], [4.88134, -0.23215, 1.58011], [-1.33982, -2.96800, -0.13288], [1.47583, 2.23584, 3.66116], [1.62072, -0.28106, 2.50537], [-4.34380, 0.02888, -2.51580], [-4.56473, -2.77132, 0.89726], [4.18332, 0.57869, -2.12684], [-3.51811, -2.05776, -1.88099], [-1.55893, 1.93299, 0.04454], [-2.99479, 5.19231, 0.49810], [-1.54056, -3.46238, -1.07603], [-0.00902, 0.58390, -3.77539], [-4.93627, -0.12320, -0.01431], [1.38919, 3.22937, 4.08016], [3.26101, 2.66375, 2.56442], [-3.86576, -3.84679, -0.29823], [0.81331, -2.02588, -6.32632], [-5.19798, -2.05651, -1.34081], [-2.00559, 1.45613, 1.69745], [5.04948, -0.48837, 2.61777], [6.77412, -0.98261, 0.89100], [6.32193, -0.46673, -1.47539], [1.52100, -0.41123, -6.52060], [2.51315, -1.74797, -5.91960], [-0.71223, -1.01945, -3.57941], [0.79629, -2.96327, -0.37467], [-1.83414, 4.41233, -0.58768], [-0.42637, 2.18248, 1.39430], [-0.33812, 1.54788, 4.60007], [-0.67596, -0.26312, -5.18808], [-3.17719, -0.20710, -0.02401], [-2.54332, 5.02017, 2.60932], [-3.41354, 3.66232, -0.28958], [2.94632, -1.68378, -3.80105], [2.49394, 1.12528, -0.39398]], "forces_ev_per_a": [[-0.119, 0.031, 0.072], [0.088, -0.059, 0.021], [0.016, 0.093, 0.084], [0.032, 0.106, -0.138], [-0.117, -0.013, 0.040], [-0.119, 0.125, -0.059], [0.006, -0.002, -0.101], [-0.038, -0.002, -0.089], [-0.008, 0.059, 0.043], [-0.078, -0.132, -0.018], [0.062, -0.031, 0.016], [0.033, -0.027, -0.131], [0.064, -0.015, 0.028], [-0.066, 0.010, 0.089], [-0.099, -0.033, 0.071], [0.208, -0.003, 0.022], [-0.121, -0.001, 0.136], [0.330, 0.025, -0.109], [0.101, -0.068, -0.050], [-0.152, -0.101, 0.203], [0.034, -0.024, -0.048], [0.129, -0.121, -0.104], [-0.061, 0.166, -0.079], [0.043, 0.028, -0.058], [-0.017, -0.058, -0.216], [-0.057, -0.006, 0.074], [-0.130, -0.064, -0.020], [0.054, 0.115, 0.023], [0.105, -0.206, -0.003], [0.011, -0.096, 0.024], [0.088, -0.011, 0.038], [-0.258, 0.072, 0.174], [-0.071, 0.042, 0.072], [0.155, 0.038, -0.192], [-0.132, 0.073, 0.232], [-0.060, -0.056, 0.088], [-0.188, 0.078, 0.062], [-0.084, 0.027, -0.012], [-0.015, 0.015, 0.037], [-0.076, 0.044, 0.020], [0.111, 0.115, -0.013], [-0.017, 0.003, -0.032], [0.001, 0.016, 0.013], [0.088, -0.021, -0.032], [-0.025, 0.004, 0.007], [0.010, -0.018, 0.085], [0.077, 0.021, -0.016], [0.047, -0.020, -0.050], [-0.038, -0.029, 0.027], [0.017, -0.009, -0.023], [0.034, -0.047, -0.145], [-0.004, -0.023, 0.019], [0.055, -0.032, 0.006], [0.005, -0.011, 0.038], [0.001, 0.031, -0.033], [0.016, -0.011, -0.022], [0.012, -0.006, 0.002], [-0.015, 0.010, 0.014], [0.063, 0.044, 0.058], [-0.015, 0.018, -0.015], [0.013, -0.011, -0.008], [-0.008, 0.009, 0.007], [-0.001, -0.001, -0.016], [0.051, -0.039, -0.029], [0.046, 0.016, -0.020], [0.002, 0.010, -0.028], [-0.009, 0.005, -0.002], [-0.012, -0.043, -0.037]]}